Formula: CClFO
Source: the OMol25 dataset
Level of theory: ωB97M-V/def2-TZVPD

HOMO-LUMO gap (spin up / spin down): 9.293 / 9.295 eV
Relative energy (zero: lowest compared OMol25 entry of this formula, charge and spin): 317.9 kJ/mol
HOMO energy (spin up / spin down): -10.53 / -10.53 eV
F_max: 3.50 eV/A
E_tot: -18321.07220 eV

Last columns: bonded neighbours and bond lengths (Å).
Atoms and positions in Å:
1 Cl -1.49 0.13 0.00  C4 1.575
2 F 0.48 -1.77 0.00  no bonds
3 O 0.96 1.17 0.02  C4 1.151
4 C 0.05 0.46 -0.03  Cl1 1.575, O3 1.151

Listed below, in e, are the Löwdin charges computed for each atom: Cl 0.990; F -0.539; O 0.213; C -0.664